ORCA calculation (ωB97M-V with the def2-TZVPD basis set) on a cluster of 19 separate species, C101H179N5O47 in total at a distorted geometry.

Last column: Löwdin charge in e.
Positions of all 332 atoms, in Å:
C1 4.8916 4.6471 -0.3909  -0.047
O1 -0.8050 9.1294 3.9842  0.080
H1 3.3083 2.4854 5.1709  0.068
H2 -5.5534 -5.9107 3.7001  0.150
C2 -4.7727 -4.5164 -0.9272  -0.265
C3 0.5498 1.7461 1.9083  -0.136
H3 3.1672 2.0774 7.6315  0.082
C4 -3.5605 4.3871 -4.4206  0.016
H4 1.4353 -6.8093 5.3142  0.087
H5 1.3513 3.3366 -1.0778  0.070
C5 -1.9950 -0.8111 7.8733  -0.099
C6 5.6622 0.2429 3.4237  -0.511
H6 -0.1272 1.7937 6.0542  0.098
H7 -0.7237 5.3272 6.8510  0.120
C7 2.2693 -2.0104 4.0251  -0.006
C8 4.9288 3.9049 -4.1134  -0.123
H8 -10.0502 1.8604 -2.4786  0.086
C9 0.9837 -7.2724 4.4369  -0.022
H9 1.1792 -4.8531 2.5702  0.088
O2 -5.6140 4.9468 -1.2963  0.140
C10 4.8628 6.3099 -4.8220  -0.029
H10 -5.6140 -5.2340 6.2812  0.090
H11 2.7858 4.5387 -3.0957  0.070
C11 -5.0331 -3.0346 -1.2635  -0.025
C12 2.3432 0.9781 -4.4919  0.017
H12 -5.6871 -2.6016 -0.5066  0.076
C13 -5.2219 -6.0818 -2.5183  -0.509
O3 3.4360 -0.4083 -2.9678  0.063
H13 -2.3517 -1.4806 0.4491  0.067
C14 1.3075 2.9871 -0.0463  -0.028
C15 4.9625 2.8593 -2.9631  -0.195
H14 -0.5608 -9.0971 2.9652  0.066
H15 -0.0770 -5.4200 0.5866  0.107
C16 -4.7426 -5.2127 3.4915  -0.116
H16 1.6109 1.3311 7.6889  0.070
H17 5.9449 -0.0832 -0.6485  0.081
C17 2.4882 -0.4325 -3.9659  -0.352
C18 4.7329 5.3539 -3.5979  -0.469
C19 -0.9235 -0.6071 -7.5854  -0.435
O4 3.2872 -4.6332 1.3003  0.092
H18 -1.5946 -5.0174 1.4226  0.103
O5 3.1331 4.9027 6.5173  -0.015
O6 -1.7650 7.3358 3.0465  0.075
H19 0.2690 0.2836 3.4167  0.095
H20 2.0444 3.1604 4.1924  0.058
C20 -1.0995 -5.2810 -6.9174  -0.562
H21 -1.5603 -4.8849 4.0668  0.093
H22 -4.9514 1.9811 -7.9899  0.078
H23 3.0362 -1.9831 3.2510  0.081
O7 6.9106 0.4288 2.9988  0.093
H24 0.9511 6.5632 3.7986  0.073
H25 -2.3110 -6.9919 5.4437  0.072
H26 5.5319 8.2333 1.8057  0.157
O8 -0.2376 6.1732 -1.7421  0.111
C21 2.5904 -3.0705 5.0366  -0.291
H27 -3.2754 -2.2711 -6.8758  0.090
C22 6.1174 3.2006 -2.1100  -0.130
H28 -2.2402 -0.7695 -1.1858  0.080
H29 5.8866 6.5058 -5.1406  0.082
C23 -3.7555 0.4830 -5.9904  -0.035
O9 5.2407 -1.7301 -2.3167  0.070
H30 2.4549 -4.3274 -0.5683  0.138
H31 -1.5251 -5.2256 -2.6093  0.087
H32 -0.4049 -0.8864 6.3903  0.137
H33 -3.4475 5.1732 2.3221  0.064
O10 4.0866 -2.0587 -4.2517  0.110
H34 4.8392 7.6214 0.1006  0.102
H35 3.9357 8.7031 3.8469  0.086
C24 -9.3500 2.6145 -2.8379  -0.010
H36 -3.6830 2.8393 2.3992  0.072
H37 -4.9922 -3.6074 6.5866  0.084
H38 5.8990 -1.8355 1.0540  0.143
H39 1.4612 -1.4431 -0.4751  0.082
H40 -1.7990 3.5747 5.5282  0.106
C25 -0.5996 -5.4457 1.5428  -0.112
H41 3.2362 8.4359 0.1527  0.143
C26 5.9288 4.6366 -1.4507  -0.452
H42 0.0955 -2.6426 -0.1562  0.074
O11 1.9421 -7.7117 -1.9647  0.056
C27 -0.4672 5.2057 5.7986  -0.142
H43 -3.1429 -6.3247 -4.9885  0.129
C28 0.1038 -4.7558 2.7192  -0.170
H44 2.2024 2.4271 0.2253  0.080
H45 -4.6332 1.7956 0.3340  0.163
H46 7.7012 4.4241 0.0721  0.076
O12 5.3734 11.8363 0.3791  0.132
O13 -4.8780 3.7525 0.4175  0.115
C29 3.3373 5.4690 -2.9598  -0.016
H47 1.6592 -0.8947 -3.4300  0.141
O14 5.0111 -0.5889 2.5276  0.057
H48 -3.5243 2.9120 -7.5166  0.059
N1 0.1910 0.7528 -0.3724  -0.148
H49 -1.7826 2.2630 1.0200  0.062
C30 -1.1948 -4.6030 -3.4408  -0.001
H50 -1.6148 -1.6767 -9.3830  0.124
C31 1.5691 3.0558 6.3624  -0.448
C32 -4.7528 2.6497 2.3113  -0.008
O15 -7.6570 1.0209 -2.8888  0.122
H51 -3.4920 2.1056 -9.0557  0.079
H52 -3.4955 5.6852 0.6706  0.085
C33 2.0383 -7.0564 -3.0904  -0.623
H53 7.4263 6.0591 -0.3231  0.066
C34 0.0513 2.8226 6.3665  -0.151
H54 0.5621 -0.0865 -9.2592  0.084
H55 6.1221 2.5284 -1.2521  0.099
N2 5.8266 5.5673 -2.5953  -0.100
C35 -5.3251 -4.2950 5.8091  0.019
H56 -1.0852 -6.4659 6.3840  0.076
H57 -3.1517 5.2868 -4.8805  0.090
H58 -7.2964 2.5954 1.5368  0.144
H59 -9.9642 3.3572 -3.3472  0.090
O16 -1.4826 -4.2528 8.0956  0.150
H60 -2.0167 -8.3767 0.4411  0.080
H61 2.6245 9.2300 2.7934  0.098
H62 -0.0380 -4.6035 4.8401  0.104
N3 -1.7519 0.6637 -7.5638  -0.102
O17 5.3374 -4.2776 0.7190  0.112
H63 0.9948 -1.3101 -8.2803  0.087
H64 3.2818 1.2882 -4.9512  0.091
O18 3.4316 -2.2579 6.9611  0.118
H65 -3.9305 -5.8894 3.2258  0.124
O19 5.1467 0.7571 4.3949  0.136
H66 -2.1530 0.2683 5.2335  0.085
C36 -1.4310 -1.2342 6.5097  -0.344
O20 -1.4337 -8.7492 3.1617  -0.008
H67 -0.3332 -0.5123 -5.3877  0.068
C37 -2.2386 -0.8135 5.3357  -0.020
C38 2.2368 -9.2178 -3.6769  -0.250
H68 1.5983 -7.0024 3.5781  0.063
H69 -1.6728 2.3238 -0.6962  0.082
C39 4.2892 -1.4703 -3.1034  -0.474
H70 0.3319 7.5632 5.8729  0.067
C40 2.2255 2.5109 5.0488  -0.003
H71 -2.9276 -7.1138 1.2809  0.075
C41 -1.9345 7.9290 0.8422  -0.058
H72 -6.8379 1.4195 0.2831  0.141
C42 -1.2381 8.5195 2.9691  -0.518
H73 1.5912 1.4782 2.0869  0.122
H74 -3.5418 -0.4411 -5.4533  0.080
H75 1.6231 1.0617 -5.3059  0.076
C43 -2.5249 4.0646 -3.2687  -0.267
H76 -3.2715 -1.1478 5.4331  0.084
H77 7.8987 -1.1018 2.1073  0.145
C44 1.3924 5.6625 4.2254  -0.024
C45 -1.2623 -5.4222 -4.7047  -0.369
H78 -2.4507 0.2080 0.2491  0.063
H79 1.7842 2.8904 8.4914  0.084
H80 -1.1897 1.0121 2.6564  0.105
H81 -3.7948 -0.3838 -9.2581  0.119
O21 -5.9937 2.0147 -3.8888  0.043
C46 -1.2500 -7.1944 5.5902  -0.017
H82 -0.8751 -6.4325 -4.5719  0.160
N4 1.7759 4.5588 6.5622  -0.086
C47 0.4021 -7.7193 1.0449  -0.032
C48 5.2947 -0.0459 0.2255  -0.026
H83 1.3839 -7.3921 1.3870  0.071
H84 -3.2517 1.2790 -5.4421  0.064
H85 5.7016 -6.1657 -1.1897  0.078
H86 -1.6728 -1.5552 -5.7003  0.064
H87 2.1708 -1.0231 4.4766  0.096
C49 -3.2494 0.6700 -7.4152  -0.475
C50 -4.5429 -3.0977 2.8128  -0.538
H88 3.8769 -9.7230 -5.0293  0.092
O22 -1.3332 -2.6429 6.5036  0.062
H89 -1.1816 3.7342 0.2716  0.082
H90 -4.1322 6.6956 2.0812  0.105
C51 4.5056 -4.3176 1.7108  -0.611
H91 -3.8700 3.5546 -5.0524  0.063
H92 4.4752 7.2881 -4.5374  0.076
H93 0.7826 6.9076 7.3612  0.084
H94 1.2957 -2.1898 3.5690  0.059
O23 -1.9184 -2.0201 8.5381  0.050
H95 2.8437 -9.5358 -1.5419  0.128
H96 -0.9381 3.6873 -4.6768  0.130
C52 3.5337 8.6304 2.8364  0.010
H97 -0.6978 2.1778 -7.6927  0.104
C53 -0.1878 0.6183 2.4853  -0.194
C54 -0.5128 -5.1859 4.0505  -0.078
O24 -2.1106 5.2640 -2.5838  0.100
O25 -6.8297 3.3824 -0.3561  0.089
O26 2.2995 -7.8366 -4.0808  0.131
C55 4.6174 8.8257 1.7777  -0.359
C56 5.3514 -5.1971 -1.5463  0.020
H98 -3.8906 -4.4096 -0.2960  0.135
C57 -0.1123 -0.6660 1.6224  -0.118
H99 0.3390 -8.7969 1.1965  0.075
H100 -1.9199 -1.2901 4.4087  0.078
H101 -1.2592 2.2895 -3.6160  0.131
H102 3.3846 -1.1049 -5.8074  0.144
O27 -0.3258 4.0664 -2.8329  0.002
O28 1.8972 -5.8486 -3.2246  0.117
H103 4.0312 3.7832 -4.7197  0.102
O29 -4.9727 -4.2962 2.4675  0.088
H104 -4.4616 4.7429 -3.9211  0.062
H105 2.5369 -4.0244 4.5119  0.143
H106 2.4753 5.5836 4.1290  0.080
H107 0.0541 -3.6835 2.5303  0.085
H108 1.0485 0.3508 -7.6581  0.064
C58 -8.2839 1.9145 -3.6762  -0.325
C59 0.4476 -0.3698 -8.2129  -0.034
H109 -6.9309 3.7235 -3.4877  0.124
C60 4.5819 -4.2716 -0.4931  -0.252
C61 1.0170 5.5386 5.7284  -0.486
H110 -0.1643 -4.2965 -3.2614  0.067
C62 -7.0954 2.8421 -4.1076  -0.085
C63 -5.6772 4.0152 -0.5150  -0.614
O30 -1.0839 1.7148 -6.9456  -0.027
C64 5.1484 10.6640 0.6134  -0.552
H111 -0.2842 2.9484 7.3959  0.122
H112 4.3206 -0.4176 -0.0924  0.078
C65 1.1136 6.9516 6.3236  -0.036
O31 -0.5871 -5.1466 -8.0335  0.100
H113 -4.9174 1.7502 2.9045  0.094
H114 4.3045 5.5528 -0.2390  0.067
H115 -0.7588 -1.3639 2.1545  0.101
C66 2.9767 -1.5331 -4.8918  -0.083
H116 1.1935 -9.6847 -1.6932  0.131
H117 -8.7772 1.5217 -4.5654  0.158
H118 -4.8649 -0.6618 -7.9196  0.119
O32 -4.1880 -3.1650 4.0728  0.105
H119 -8.9788 3.0797 -1.9247  0.078
C67 -3.8181 -0.4959 -8.1742  -0.149
O33 -6.0490 -6.3612 -1.4710  0.079
O34 -4.3939 -5.0410 -2.2191  0.044
C68 2.1446 -2.3772 7.1328  -0.571
H120 -4.1883 -2.3502 -1.1862  0.063
H121 5.1555 1.8593 -3.3516  0.103
C69 -3.1477 -1.8922 -7.8898  -0.160
N5 -1.1558 -7.3310 3.0702  -0.089
C70 0.3974 -1.6703 -0.5455  -0.028
H122 4.4557 -2.1299 5.1134  0.133
H123 2.2417 -2.3173 -5.0732  0.139
O35 -4.6480 -2.0708 2.1367  0.113
H124 -5.3113 3.4238 2.8376  0.102
H125 -1.7254 -3.6571 -3.5501  0.087
H126 1.2814 3.8648 0.5996  0.096
O36 4.8263 -4.1342 2.8515  0.157
H127 -3.0344 3.4430 -2.5325  0.136
H128 4.8224 -5.5016 -2.4494  0.075
H129 -6.8003 -4.7411 -0.5135  0.135
C71 7.1800 -0.3273 1.8395  -0.101
H130 -1.1876 5.8507 5.2955  0.119
H131 -1.0279 -8.1954 5.9599  0.086
H132 -6.2862 -3.9165 5.4611  0.090
H133 1.0112 -8.3492 4.6041  0.078
C72 -0.4103 -0.5199 0.1109  -0.436
H134 -1.3438 7.6855 -0.0409  0.116
H135 0.1463 -1.8562 -1.5898  0.064
H136 -3.0151 -0.4424 7.7668  0.133
H137 5.8064 3.8199 -4.7542  0.124
C73 7.3083 5.0534 -0.7264  -0.032
C74 -5.9399 -5.4089 -0.4713  -0.103
C75 2.1008 2.3030 7.6295  -0.019
H138 3.2222 5.9996 -2.0146  0.081
C76 3.2852 -4.8151 -0.0576  -0.148
C77 4.2985 8.5257 0.3797  -0.091
O37 5.8841 6.9327 -2.2004  -0.022
H139 6.8005 7.1967 -2.3101  0.101
H140 5.3279 4.3034 0.5470  0.091
H141 -7.2255 3.2057 -5.1269  0.138
H142 1.9950 7.5874 6.2401  0.083
H143 2.1140 1.6506 -3.6653  0.077
C78 -0.4886 -6.7773 4.3093  -0.423
H144 -1.1561 6.0458 1.4548  0.144
H145 3.1385 -5.8546 -0.3507  0.125
C79 -0.8418 5.2466 -2.2818  -0.514
O38 4.7864 9.7276 -0.2516  0.087
H146 7.5907 0.3139 1.0596  0.141
H147 -5.8155 -5.7501 0.5565  0.123
C80 0.2018 2.0506 0.3681  -0.448
H148 -0.0281 -1.9637 -6.1219  0.071
C81 -1.5941 -3.1110 7.7473  -0.506
H149 -4.7798 0.8146 -5.8201  0.073
H150 1.4061 -9.8077 -4.0644  0.151
H151 6.3267 -4.7554 -1.7507  0.079
H152 3.2205 7.5879 2.8936  0.062
H153 5.1538 1.0142 0.4363  0.087
C82 -6.3873 0.9785 -3.1025  -0.511
O39 -1.2649 8.9436 1.6513  0.053
C83 -0.7632 -1.1594 -6.1522  -0.034
H154 -1.3144 -0.1450 8.4036  0.140
H155 0.9335 4.8750 3.6276  0.049
C84 5.8730 -0.8000 1.3932  -0.322
H156 0.2815 2.6328 2.4825  0.099
H157 7.1058 3.1290 -2.5639  0.126
H158 8.0809 5.0835 -1.4947  0.073
C85 2.0205 -9.1189 -2.1222  -0.069
H159 2.7520 6.1808 -3.5419  0.077
O40 1.4894 -2.0246 8.1623  0.081
O41 1.6042 -2.9427 6.1041  0.096
H160 -3.7186 -2.5804 -8.5131  0.113
H161 4.0806 3.9416 -0.5712  0.058
H162 -3.2477 -4.5787 -4.9505  0.136
H163 1.8398 1.4929 4.9936  0.068
H164 -3.3722 -4.7683 4.9353  0.132
H165 -2.9768 8.1752 0.6394  0.130
O42 -0.4951 -4.9969 -5.7773  0.100
C86 -0.8300 -6.9952 1.6975  -0.486
C87 3.8652 -2.8134 5.7235  -0.079
C88 -6.6817 2.4334 0.6513  -0.069
C89 -2.6168 -5.4106 -5.2637  -0.077
C90 -2.0011 -7.3314 0.7495  -0.038
C91 3.5473 -9.9477 -4.0149  -0.020
C92 -1.9779 6.6852 1.7772  -0.277
H166 0.9927 1.1600 -1.8879  0.086
O43 -5.1819 -6.6962 -3.5554  0.139
C93 -0.7243 3.7388 5.4495  -0.183
C94 -1.6818 -1.7854 -8.3005  -0.122
H167 3.4321 4.8829 7.4293  0.103
H168 -2.0693 -6.8414 -0.2218  0.075
O44 5.0780 10.1336 1.8447  0.097
H169 4.3923 -3.7595 5.8466  0.143
H170 0.5447 -7.5422 -0.0211  0.061
H171 3.4130 -11.0128 -3.8263  0.088
H172 4.4295 -3.2238 -0.7518  0.130
H173 -0.6053 3.5348 4.3854  0.086
H174 4.0171 2.7591 -2.4299  0.096
O45 -5.6379 0.0559 -2.6638  0.080
O46 -2.3840 -5.5746 -6.6964  0.090
H175 -1.1842 -2.7111 -8.0113  0.094
C95 -4.3469 -4.3944 4.6220  -0.367
C96 -1.1610 2.6461 0.2106  -0.015
C97 -3.3459 6.0524 1.6860  -0.016
H176 4.2657 5.9505 -5.6601  0.082
H177 -5.5800 -2.7394 -2.1590  0.083
H178 4.3344 -9.7558 -3.2857  0.082
C98 -3.8629 2.0149 -8.0348  -0.010
C99 -5.1835 2.5546 0.8901  -0.373
H179 0.8609 -1.1376 1.7581  0.093
O47 0.0815 0.9435 -1.6774  -0.001
C100 -1.2252 3.3776 -3.6720  -0.102
C101 -1.9342 -0.6674 -0.1446  -0.006

The lowest unoccupied orbital energy is -0.125 eV. As for the total energy: -7765.6489 Ha. The HOMO-LUMO gap is 7.9 eV. Its highest occupied orbital energy is -8.05 eV. Its spin multiplicity is 1. The charge is 0.